(1)
{
  "formula": "C4H11CsNO9S2",
  "method": "wB97M-V/def2-TZVPD",
  "elements": ["Cs", "S", "O", "O", "O", "O", "S", "O", "O", "O", "O", "C", "C", "C", "O", "C", "N", "H", "H", "H", "H", "H", "H", "H", "H", "H", "H", "H"],
  "coordinates": [[2.498539, 2.741322, 0.887206], [3.698542, 0.015259, -1.316803], [3.706541, 0.448017, -2.732537], [4.474786, 0.984326, -0.465424], [2.280137, 0.016546, -0.829167], [4.303497, -1.341432, -1.186714], [-0.220771, 2.705889, -1.433141], [-0.712378, 1.431964, -2.035948], [-0.375779, 2.607983, 0.066747], [1.229545, 2.829161, -1.773699], [-1.012790, 3.860191, -1.928688], [-1.637932, 0.271164, 2.171397], [-0.510325, -0.584337, 1.631601], [-0.889113, -1.276048, 0.346130], [-2.051343, -2.110359, 0.528127], [-2.383605, -2.742471, -0.671705], [0.658121, 0.259624, 1.371177], [-2.556362, -0.277657, 2.395097], [-1.875474, 1.076790, 1.465911], [-1.292051, 0.804469, 3.067092], [-0.291788, -1.347482, 2.399580], [-0.047278, -1.910055, 0.033426], [-1.055317, -0.530663, -0.446572], [-2.545829, -2.002835, -1.470752], [-3.316383, -3.294901, -0.514936], [-1.591738, -3.429089, -1.007888], [0.251032, 1.004138, 0.775929], [1.265514, -0.209514, 0.674554]],
  "atomic_forces_ev_per_a": [[-0.104, -0.624, -0.990], [-0.607, -0.072, -0.715], [0.499, -0.138, 0.298], [0.182, 0.281, 0.302], [0.668, -0.303, 0.349], [0.008, 0.018, 0.194], [0.244, -1.428, -1.374], [-0.426, 0.603, 0.428], [0.140, 0.387, 0.407], [-0.631, 0.970, 0.735], [0.089, 0.239, 0.162], [-0.212, 0.842, 0.100], [0.050, -0.054, 0.292], [0.085, -0.226, -0.243], [-0.011, -0.048, 0.059], [-0.142, 0.243, -0.132], [-0.582, -0.316, -0.128], [0.105, -0.162, 0.019], [0.048, -0.187, -0.164], [-0.040, -0.233, 0.089], [0.174, -0.031, -0.149], [-0.043, 0.061, -0.084], [-0.041, 0.003, 0.059], [0.048, -0.107, 0.025], [0.065, -0.083, -0.011], [-0.047, -0.012, 0.020], [0.244, 0.208, 0.179], [0.240, 0.170, 0.274]],
  "mulliken_charge": [1.04, 1.02, -0.73, -0.90, -0.64, -0.79, 1.18, -0.75, -0.83, -0.77, -0.79, -1.34, 0.12, -0.42, -0.35, -0.75, -0.55, 0.36, 0.27, 0.30, 0.19, 0.38, 0.36, 0.33, 0.23, 0.28, 0.28, 0.28],
  "e_above_lowest_kj_mol": 41.5,
  "e_tot_ev": -46460.073,
  "orbital_gap_ev": 3.152,
  "charge": -3
}

=====

(2)
{
  "formula": "C4H11F3N2P2",
  "method": "wB97M-V/def2-TZVPD",
  "elements": ["C", "C", "C", "C", "N", "N", "F", "F", "F", "P", "P", "H", "H", "H", "H", "H", "H", "H", "H", "H", "H", "H"],
  "coordinates": [[-4.270778, 0.976077, -1.542809], [0.635415, -1.961392, -1.543540], [2.037039, -0.234220, -0.424632], [-0.093505, 0.523151, 1.902718], [-1.795406, -0.761090, -0.270206], [0.736048, -0.927901, -0.416979], [-4.346854, -1.237793, -0.290030], [-3.540456, 0.462346, 1.014193], [0.269523, 2.406708, -0.946436], [-3.326319, -0.041878, -0.490623], [-0.500651, 0.025900, 0.126104], [-4.464046, 0.575527, -2.482476], [-3.678625, 1.923209, -1.630223], [-0.042745, -1.503265, -2.273417], [1.622961, -2.079551, -2.019244], [0.198561, -2.918228, -1.192419], [1.930785, 0.823060, -0.246600], [2.773297, -0.862103, 0.229014], [2.511991, -0.312926, -1.390065], [-0.896033, 0.173957, 2.477015], [0.954572, 0.187259, 2.094842], [-0.023142, 1.554024, 1.999438]],
  "atomic_forces_ev_per_a": [[3.251, 1.014, 2.699], [-1.013, 1.058, 0.568], [1.655, -2.090, 1.091], [1.685, -0.680, -2.412], [-1.103, 2.172, -0.344], [0.640, 0.656, -0.861], [1.359, -0.605, -0.556], [0.687, 0.678, -0.710], [-0.683, -2.311, 1.105], [-3.065, -0.269, 1.097], [1.103, -1.259, -0.620], [-0.357, -0.989, -1.644], [-0.657, -0.397, -0.074], [0.123, -0.459, -0.076], [-0.473, -0.035, 0.569], [0.407, 0.684, -0.067], [0.129, 0.368, 0.563], [-1.206, 1.595, -0.558], [-0.252, 0.125, -0.574], [-0.855, -0.956, 0.998], [-1.140, -0.420, 0.003], [-0.233, 2.120, -0.196]],
  "nbo_charge": [-1.08, -0.40, -0.45, -0.90, -1.33, -0.74, -0.56, -0.57, -0.75, 2.16, 2.00, 0.23, 0.22, 0.23, 0.22, 0.23, 0.26, 0.20, 0.22, 0.27, 0.27, 0.28],
  "e_above_lowest_kj_mol": 459.3,
  "e_tot_ev": -34034.375,
  "orbital_gap_ev": 6.300
}

=====

(3)
{
  "formula": "C4H11FNOPS",
  "method": "wB97M-V/def2-TZVPD",
  "elements": ["C", "C", "C", "C", "N", "O", "F", "P", "S", "H", "H", "H", "H", "H", "H", "H", "H", "H", "H", "H"],
  "coordinates": [[0.760483, 1.936250, -0.184547], [1.004364, -1.577438, 0.735675], [0.377003, 0.873428, 0.839778], [0.204456, -0.478430, 0.115699], [-1.019456, -0.678079, -0.453542], [-3.378702, -1.160811, -0.730636], [-2.929880, 1.066778, -1.282550], [-2.588678, 0.048472, -0.017547], [2.636107, -0.255140, -1.378940], [1.034856, 2.943033, 0.364191], [1.550557, 1.599134, -0.771576], [-0.172160, 2.089777, -0.872508], [1.655138, -2.165503, -0.090326], [1.684892, -1.253337, 1.485629], [0.429221, -2.403723, 1.124912], [1.199150, 0.765054, 1.512972], [-0.605161, 1.191178, 1.277357], [3.329832, 0.417373, -0.435487], [-0.979919, -1.575466, -0.867687], [-4.192104, -1.382554, -0.370874]],
  "atomic_forces_ev_per_a": [[-2.946, 3.137, 0.925], [0.932, -3.037, -3.226], [-0.578, -0.336, -1.876], [0.300, 1.967, 2.355], [1.233, 0.682, 0.499], [2.314, -0.040, -0.628], [0.971, -0.509, 1.477], [0.420, 0.415, -2.394], [-0.383, -0.108, -0.149], [-0.717, -1.829, -1.157], [1.186, -0.199, -0.868], [1.750, 0.128, 1.043], [-1.331, 1.526, 1.908], [0.508, 0.525, 0.285], [-0.920, -0.016, 0.463], [0.061, 0.003, 0.880], [0.890, -0.446, 0.200], [-0.147, -0.138, -0.085], [-1.067, -1.108, -0.793], [-2.476, -0.620, 1.143]],
  "nbo_charge": [-0.59, -0.73, -0.50, 0.52, -0.92, -0.98, -0.58, 1.56, -0.65, 0.21, 0.25, 0.20, 0.29, 0.24, 0.22, 0.23, 0.22, 0.10, 0.42, 0.51],
  "e_above_lowest_kj_mol": 189.6,
  "e_tot_ev": -30704.178,
  "orbital_gap_ev": [6.687, 6.693]
}

=====

(4)
{
  "formula": "C4H11GdO2",
  "method": "wB97M-V/def2-TZVPD",
  "elements": ["H", "O", "C", "H", "H", "H", "C", "O", "C", "C", "Gd", "H", "H", "H", "H", "H", "H", "H"],
  "coordinates": [[1.716911, 2.178339, -1.007581], [1.840205, 3.118703, -1.371182], [1.263134, 3.223003, -2.654487], [0.474401, 3.992404, -2.689930], [2.064857, 3.489797, -3.355317], [0.847732, 2.262209, -3.001207], [4.346377, -1.300988, -2.171795], [5.059857, -0.113150, -2.498449], [4.898437, 0.947450, -1.640519], [5.593036, 2.195010, -2.027279], [6.274156, -0.092704, -4.838833], [4.549749, -2.024557, -2.970980], [4.704337, -1.691111, -1.210060], [3.268110, -1.094682, -2.121063], [6.003954, 2.633271, -1.107278], [4.143340, 0.839911, -0.858483], [6.535357, 2.325064, -2.659980], [4.907546, 2.831237, -2.623758]],
  "atomic_forces_ev_per_a": [[0.102, 2.349, -0.900], [-0.087, -2.258, 1.381], [-0.032, -0.325, -0.699], [0.316, -0.295, 0.130], [-0.251, 0.139, -0.046], [-0.035, 0.362, 0.123], [-0.282, -0.383, 0.252], [0.210, -0.076, -0.874], [0.734, -0.293, -0.252], [0.714, 1.171, -0.437], [-0.191, 0.089, 0.501], [-0.100, 0.086, 0.259], [-0.118, 0.029, -0.266], [0.283, -0.085, -0.028], [-0.850, 0.597, -0.164], [0.389, 0.215, -0.337], [-0.860, -1.643, 0.437], [0.058, 0.321, 0.921]],
  "mulliken_spin": [0.00, 0.00, 0.00, 0.00, 0.00, 0.00, -0.06, -0.21, 0.72, -0.02, 7.46, 0.04, -0.02, -0.01, 0.02, 0.04, -0.01, 0.05],
  "e_above_lowest_kj_mol": 0.0,
  "s_squared": 20.023,
  "e_tot_ev": -29241.821,
  "orbital_gap_ev": [6.797, 8.362],
  "spin_multiplicity": 9,
  "charge": 1
}

=====

(5)
{
  "formula": "C4H11IN3",
  "method": "wB97M-V/def2-TZVPD",
  "elements": ["C", "C", "C", "C", "N", "N", "N", "I", "H", "H", "H", "H", "H", "H", "H", "H", "H", "H", "H"],
  "coordinates": [[-1.341311, 0.688501, 1.036723], [-1.170794, 2.046230, -1.044726], [1.250150, -0.994295, -0.324659], [1.142737, -2.258085, 0.420796], [-1.059366, 1.948706, 0.226749], [-0.115108, 0.123232, 1.242671], [0.614875, -0.834850, -1.468228], [2.886037, 0.265362, 0.036535], [-1.871289, 1.018250, 1.938893], [-1.996625, 0.064207, 0.426739], [-1.867911, 1.400308, -1.560818], [-0.589742, 2.747360, -1.625579], [1.909364, -2.953302, 0.066474], [0.164022, -2.715242, 0.280206], [1.303637, -2.100567, 1.484875], [-0.396154, 2.563117, 0.699948], [0.431197, 0.533215, 1.989401], [-0.098028, -1.492893, -1.748467], [0.804312, -0.049259, -2.077535]],
  "atomic_forces_ev_per_a": [[-0.089, -0.637, 1.051], [-0.171, 0.073, 0.572], [-0.686, 1.185, 0.473], [0.044, -0.415, 0.342], [0.253, 0.839, -1.527], [0.975, -1.009, -0.566], [0.294, 0.010, -0.061], [-0.142, -0.256, -0.178], [-0.103, 0.026, -0.180], [-0.142, 0.184, -0.148], [0.002, -0.185, 0.057], [0.004, 0.262, 0.123], [0.042, 0.059, -0.125], [-0.037, 0.047, -0.021], [-0.041, 0.065, -0.118], [-0.076, -0.074, -0.091], [-0.172, 0.086, 0.240], [0.020, -0.044, 0.016], [0.024, -0.218, 0.138]],
  "nbo_charge": [-0.07, 0.02, 0.33, -0.72, -0.39, -0.89, -0.77, 0.29, 0.20, 0.18, 0.20, 0.21, 0.26, 0.24, 0.28, 0.42, 0.35, 0.42, 0.42],
  "e_above_lowest_kj_mol": 243.6,
  "e_tot_ev": -16888.060,
  "orbital_gap_ev": [7.609, 7.612],
  "charge": 1
}

=====

Question: Which formula does entry 2 have?
Answer: C4H11F3N2P2